1.
Here is 2 unconnected molecules or ions with the total composition H3OS2 from OMol25. Energies are from wB97M-V/def2-TZVPD.

* HOMO level: -2.372 eV
* total energy: -23768.05630 eV
* LUMO level: 3.808 eV
* energy relative to the best compared isomer or geometry (same formula, charge and spin): 0.2049 eV
* total charge: -1

Atoms and positions in Å:
O (1.130, -2.419, -0.588)
H (0.548, -1.652, -0.445)
S (-0.520, 0.540, 1.174)
S (-0.042, 0.772, -0.848)
H (1.479, -2.617, 0.285)
H (-0.864, 1.755, -1.213)

2.
Here is a molecular structure, C28H24F3InNS in a non-equilibrium geometry from OMol25. Energies are from wB97M-V/def2-TZVPD.

* HOMO level: -11.487 eV
* total energy: -55068.50647 eV
* LUMO level: -4.062 eV
* total charge: +1

Atoms and positions in Å:
In (0.114, -0.300, 0.091)
C (-1.137, 1.820, 1.765)
C (0.064, 2.452, 1.451)
C (0.273, 2.952, 0.169)
C (-0.724, 2.830, -0.793)
C (-1.923, 2.195, -0.482)
C (-2.130, 1.691, 0.797)
H (-1.328, 1.490, 2.779)
H (0.810, 2.609, 2.220)
H (1.187, 3.486, -0.061)
H (-0.592, 3.290, -1.765)
H (-2.722, 2.149, -1.212)
H (-3.088, 1.256, 1.057)
C (5.375, -0.997, 1.891)
C (4.162, -1.929, 1.816)
C (4.428, -3.068, 0.820)
C (3.836, -2.520, 3.193)
C (2.996, -1.191, 1.336)
C (2.055, -0.572, 0.906)
H (6.236, -1.551, 2.259)
H (5.184, -0.161, 2.560)
H (5.612, -0.595, 0.908)
H (5.310, -3.623, 1.131)
H (4.596, -2.679, -0.183)
H (3.582, -3.753, 0.793)
H (4.708, -3.044, 3.578)
H (3.012, -3.227, 3.117)
H (3.553, -1.743, 3.900)
F (-4.831, -8.203, 1.795)
C (-4.212, -7.581, 2.814)
F (-3.366, -8.472, 3.355)
F (-5.146, -7.322, 3.735)
C (-3.506, -6.341, 2.336)
C (-2.536, -6.455, 1.346)
C (-1.949, -5.315, 0.836)
C (-2.326, -4.064, 1.326)
C (-3.276, -3.962, 2.344)
C (-3.863, -5.103, 2.850)
C (-1.734, -2.872, 0.839)
C (-1.364, -1.785, 0.455)
H (-2.258, -7.434, 0.988)
H (-1.209, -5.383, 0.052)
H (-3.553, -2.989, 2.719)
H (-4.597, -5.043, 3.637)
S (1.818, -2.749, -3.600)
C (1.390, -2.127, -2.068)
N (0.661, -1.051, -2.073)
C (0.380, -0.628, -3.345)
C (-0.379, 0.489, -3.687)
C (-0.526, 0.800, -5.020)
C (0.064, 0.010, -6.008)
C (0.800, -1.115, -5.690)
C (0.953, -1.434, -4.348)
H (1.719, -2.596, -1.153)
H (-0.832, 1.075, -2.898)
H (-1.099, 1.667, -5.312)
H (-0.057, 0.286, -7.043)
H (1.249, -1.723, -6.458)

3.
Here is a molecular structure, CH2ClOP in a non-equilibrium geometry from OMol25. Energies are from wB97M-V/def2-TZVPD.

* HOMO level: -10.382 eV
* total energy: -24925.81179 eV
* LUMO level: -2.418 eV
* energy relative to the best compared isomer or geometry (same formula, charge and spin): 1.7677 eV
* total charge: 0

Atoms and positions in Å:
C (0.777, 0.456, -0.154)
O (1.741, 0.716, -0.806)
P (-0.163, -1.094, -0.361)
Cl (-2.515, 0.195, -0.335)
H (0.163, 0.988, 0.566)
H (-0.004, -1.261, 1.090)

4.
Here is a molecular structure, C24H36MoN3OSSi from OMol25. Energies are from wB97M-V/def2-TZVPD.

* HOMO level (alpha / beta): -10.132 / -10.303 eV
* total energy: -52555.04711 eV
* LUMO level (alpha / beta): -2.488 / -3.242 eV
* multiplicity: 3
* energy relative to the best compared isomer or geometry (same formula, charge and spin): 0.6604 eV
* total charge: +1
* expectation value of S²: 2.02

Atoms and positions in Å:
Mo (0.407, -0.297, 0.602)
C (-2.420, -2.262, 1.407)
C (-1.441, -1.178, 1.785)
C (-0.168, -1.561, 2.352)
C (0.125, -3.022, 2.576)
C (0.653, -0.524, 2.905)
C (1.900, -0.860, 3.679)
C (0.351, 0.831, 2.657)
C (1.257, 1.931, 3.146)
C (-0.774, 1.188, 1.848)
C (-1.068, 2.655, 1.660)
C (-1.742, 0.163, 1.526)
C (-3.074, 0.509, 0.906)
H (-2.221, -2.648, 0.404)
H (-3.443, -1.897, 1.428)
H (-2.357, -3.096, 2.101)
H (-0.341, -3.382, 3.498)
H (1.191, -3.220, 2.632)
H (-0.258, -3.622, 1.753)
H (1.802, -0.486, 4.700)
H (2.774, -0.391, 3.230)
H (2.084, -1.925, 3.736)
H (1.770, 2.420, 2.315)
H (2.013, 1.566, 3.831)
H (0.677, 2.695, 3.666)
H (-1.466, 3.083, 2.584)
H (-1.793, 2.844, 0.876)
H (-0.164, 3.207, 1.409)
H (-3.865, 0.422, 1.655)
H (-3.324, -0.161, 0.085)
H (-3.111, 1.525, 0.530)
N (-1.366, -0.424, -3.562)
C (-0.579, -0.653, -2.479)
S (0.228, 0.760, -1.716)
N (-0.405, -1.836, -2.032)
N (0.414, -1.882, -0.900)
C (1.215, -2.890, -0.871)
C (2.335, -2.995, 0.024)
C (2.965, -4.243, 0.171)
C (4.127, -4.375, 0.890)
C (4.720, -3.229, 1.431)
C (4.145, -1.988, 1.276)
C (2.922, -1.840, 0.598)
O (2.390, -0.636, 0.489)
H (-1.150, 0.370, -4.140)
H (-1.666, -1.251, -4.056)
H (1.082, -3.655, -1.633)
H (2.514, -5.110, -0.298)
H (4.594, -5.341, 1.010)
H (5.654, -3.316, 1.971)
H (4.614, -1.098, 1.672)
C (-2.981, 2.490, -4.217)
Si (-1.370, 3.039, -3.439)
C (-1.543, 4.813, -2.880)
C (0.101, 2.846, -4.582)
C (-1.001, 2.081, -1.812)
H (-3.305, 3.249, -4.932)
H (-3.763, 2.406, -3.459)
H (-2.936, 1.538, -4.746)
H (-1.776, 5.464, -3.724)
H (-0.628, 5.187, -2.417)
H (-2.354, 4.920, -2.155)
H (0.048, 3.602, -5.369)
H (0.175, 1.881, -5.087)
H (1.039, 3.000, -4.044)
H (-1.905, 1.771, -1.290)
H (-0.524, 2.838, -1.179)